(1)
ORCA calculation (the ωB97M-V functional and the def2-TZVPD basis) on C25H29N3O5 in the gas phase in a non-equilibrium geometry.

* max |F|: 0.0240 hartree/bohr
* SMILES: COc1ccc(N2CCN(C(=O)c3ccc(OCc4c(C)noc4C)c(OC)c3)CC2)cc1
* energy: -1510.4529 a.u.
* LUMO energy: 0.58 eV

Geometry (Å):
1 C 9.37840 1.43929 -0.46284
2 O 8.25060 2.05579 0.10444
3 C 7.09461 1.33119 0.19693
4 C 6.00482 1.98761 0.77033
5 C 4.79592 1.34889 0.91696
6 C 4.61658 0.03027 0.48453
7 N 3.38637 -0.59881 0.70052
8 C 3.28953 -2.03706 0.57794
9 C 2.08959 -2.52163 1.39733
10 N 0.88611 -1.85302 0.95617
11 C -0.15307 -2.56712 0.46729
12 O -0.15953 -3.78493 0.46307
13 C -1.31373 -1.78233 -0.06157
14 C -2.55138 -1.88122 0.55291
15 C -3.63884 -1.20242 0.03368
16 C -3.53236 -0.42676 -1.11445
17 O -4.57452 0.29259 -1.64340
18 C -5.81445 0.29722 -0.97150
19 C -5.77055 0.95760 0.36926
20 C -6.63377 0.71678 1.47806
21 C -7.75992 -0.24501 1.55888
22 N -6.30452 1.48752 2.47892
23 O -5.24758 2.23867 2.08909
24 C -4.91959 1.93136 0.82323
25 C -3.77257 2.63712 0.20234
26 C -2.28836 -0.36070 -1.77136
27 O -2.00043 0.35051 -2.90014
28 C -3.01936 0.69351 -3.81393
29 C -1.20233 -1.03569 -1.22546
30 C 0.98636 -0.41775 1.04057
31 C 2.18730 0.05248 0.21465
32 C 5.70851 -0.61478 -0.08815
33 C 6.93284 0.02018 -0.22559
34 H 10.17027 2.18628 -0.43266
35 H 9.68973 0.56036 0.11188
36 H 9.19831 1.14675 -1.50290
37 H 6.13750 3.00405 1.10581
38 H 3.97974 1.87360 1.38974
39 H 4.19407 -2.49306 0.98140
40 H 3.16122 -2.35438 -0.47042
41 H 1.94182 -3.59524 1.27160
42 H 2.25910 -2.29535 2.45587
43 H -2.66512 -2.48133 1.44165
44 H -4.58245 -1.27681 0.54861
45 H -6.47703 0.85725 -1.64279
46 H -6.21351 -0.72211 -0.87484
47 H -7.40412 -1.26151 1.39452
48 H -8.21661 -0.18105 2.54163
49 H -8.50463 -0.01746 0.79782
50 H -2.87797 2.01510 0.24673
51 H -3.98464 2.85284 -0.84172
52 H -3.58325 3.56148 0.74145
53 H -3.63786 1.51470 -3.44617
54 H -2.49800 1.00863 -4.71789
55 H -3.65732 -0.16276 -4.04301
56 H -0.26356 -0.96587 -1.75277
57 H 0.06804 0.04740 0.68380
58 H 1.14682 -0.14005 2.08988
59 H 2.29213 1.13334 0.29303
60 H 2.01015 -0.20094 -0.84500
61 H 5.61888 -1.62760 -0.44875
62 H 7.74762 -0.52561 -0.67524

Cartesian forces (eV/Å) of the 3 atoms listed first:
C 0.2 -0.1 -0.1
O -0.3 0.1 0.1
C 0.0 -0.1 0.0

(2)
ORCA calculation (the ωB97M-V functional and the def2-TZVPD basis) on C43H41FN5PSSiTc as an isolated structure in a non-equilibrium geometry.

* charge: +2
* max |F|: 0.0768 hartree/bohr
* energy: -3146.1251 a.u.
* LUMO energy (alpha / beta): -4.92 / -5.30 eV
* multiplicity: 4

Geometry (Å):
1 Tc -0.27276 -0.96359 -0.12388
2 N -1.27966 -3.93585 -0.42473
3 P -1.96850 -2.39691 -0.73931
4 C -2.91771 -2.42139 -2.25531
5 C -2.17925 -2.17372 -3.40833
6 C -2.73044 -2.23494 -4.64488
7 C -4.09667 -2.60965 -4.72495
8 C -4.80980 -3.00376 -3.59731
9 C -4.17803 -2.93940 -2.35703
10 C -3.26984 -2.40970 0.56078
11 C -3.27485 -3.32452 1.62992
12 C -4.21608 -3.19927 2.59442
13 C -5.19222 -2.20509 2.52259
14 C -5.16435 -1.28131 1.47201
15 C -4.22914 -1.44133 0.45556
16 C 0.05362 -4.03020 0.02481
17 C 0.54442 -5.33136 0.17589
18 C 1.69452 -5.50049 0.96874
19 C 2.30817 -4.42117 1.60765
20 C 1.73127 -3.13341 1.35363
21 N 0.62005 -2.93618 0.58729
22 H -1.64617 -4.81834 -0.71741
23 H -1.11357 -2.03566 -3.42356
24 H -2.14033 -1.95620 -5.50590
25 H -4.65246 -2.51381 -5.67138
26 H -5.80905 -3.35696 -3.65464
27 H -4.75624 -3.11003 -1.40268
28 H -2.46937 -3.99160 1.72806
29 H -4.28808 -3.93005 3.44057
30 H -6.02250 -2.28120 3.24533
31 H -5.86484 -0.46853 1.37270
32 H -4.19929 -0.69692 -0.36112
33 H 0.05242 -6.16008 -0.26429
34 H 2.21865 -6.49794 1.06259
35 H 3.18454 -4.51843 2.16880
36 H 2.18595 -2.33211 1.89141
37 N -1.25000 -0.66973 2.29687
38 N -0.71646 0.46448 2.87873
39 C 0.35731 1.10226 2.44334
40 N 0.79035 2.16288 3.11309
41 S 1.29384 0.44755 1.11298
42 H -2.26889 -0.52190 2.12085
43 H -1.12810 -1.44870 2.97974
44 H -1.21574 0.78458 3.69116
45 H 0.31687 2.62338 3.90250
46 H 1.35441 2.81851 2.59090
47 F -5.19726 4.04626 -0.07178
48 C -4.23443 3.25885 -0.43940
49 C -4.25024 2.59699 -1.65931
50 C -3.20372 1.78543 -2.01850
51 C -2.15459 1.60340 -1.13839
52 C -0.99459 0.59820 -1.45112
53 C -2.18179 2.21646 0.08816
54 C -3.19016 3.05616 0.47737
55 H -5.06624 2.85147 -2.27471
56 H -3.18616 1.15571 -2.83463
57 H -0.04640 1.17630 -1.75291
58 H -1.21444 0.04939 -2.37181
59 H -1.37676 1.90676 0.72133
60 H -3.21559 3.51721 1.45608
61 C 2.65929 0.60513 -4.12485
62 C 2.76313 -0.35586 -3.13571
63 C 2.98261 -0.01042 -1.77010
64 C 3.10597 1.30626 -1.42664
65 C 2.90164 2.29306 -2.40404
66 C 2.75315 1.91257 -3.73141
67 Si 3.17489 1.80679 0.37234
68 C 2.48252 3.45540 0.72082
69 C 3.11300 4.37183 1.54647
70 C 2.60801 5.61472 1.65952
71 C 1.57074 6.04927 0.90127
72 C 0.86899 5.16875 0.06775
73 C 1.27117 3.84478 0.05352
74 C 4.54272 1.03560 1.32909
75 C 4.71720 1.37374 2.69383
76 C 5.88612 0.99136 3.36492
77 C 6.90580 0.27401 2.72399
78 C 6.69441 -0.08256 1.41186
79 C 5.54396 0.32760 0.71387
80 H 2.57798 0.40089 -5.15821
81 H 2.59493 -1.35133 -3.43008
82 H 3.03819 -0.81231 -1.06837
83 H 2.91952 3.32714 -2.16017
84 H 2.60702 2.72018 -4.44556
85 H 4.04568 4.20929 2.01770
86 H 3.02995 6.30584 2.34545
87 H 1.29614 7.09370 0.98124
88 H 0.11072 5.57201 -0.60444
89 H 0.71758 3.05820 -0.41786
90 H 3.93999 1.85861 3.18824
91 H 5.99434 1.16655 4.46630
92 H 7.80401 -0.00227 3.24596
93 H 7.48611 -0.64024 0.97935
94 H 5.41891 0.09083 -0.35263

Cartesian forces (eV/Å) of the 3 atoms listed first:
Tc 0.2 1.0 0.0
N 1.8 0.8 -0.6
P -1.0 -1.0 1.0

(3)
ORCA calculation (the ωB97M-V functional and the def2-TZVPD basis) on C4H8N2O2 in the gas phase in a non-equilibrium geometry.

* max |F|: 0.1442 hartree/bohr
* SMILES: NC/C=C/N(O)C=O
* energy: -416.9965 a.u.
* LUMO energy: 0.40 eV

Geometry (Å):
1 N 2.10533 -0.27627 1.96894
2 C 1.35187 -0.91065 0.98286
3 C 0.65690 -0.15709 -0.13737
4 C -0.66646 -0.24997 -0.05113
5 N -1.44456 0.34946 -1.17933
6 O -2.73325 0.69846 -0.52748
7 C -1.12779 1.11729 -2.15512
8 O -2.13707 2.05405 -2.31035
9 H 1.59995 -0.02477 2.71857
10 H 2.74478 -0.95119 2.40498
11 H 0.43732 -1.70897 1.49077
12 H 1.95198 -1.70766 0.57572
13 H 1.44436 0.68243 -0.57451
14 H -1.05288 -0.98538 0.61187
15 H -3.11595 1.03612 -1.32544
16 H -0.01453 1.03416 -2.49299

Cartesian forces (eV/Å) of the 3 atoms listed first:
N 3.4 -0.6 -1.4
C -3.2 -4.3 0.2
C 2.9 2.4 2.3

(4)
ORCA calculation (the ωB97M-V functional and the def2-TZVPD basis) on a 2-piece molecular cluster, C7H12N2O2 overall in a non-equilibrium geometry.

* max |F|: 0.0932 hartree/bohr
* energy: -533.7719 a.u.
* LUMO energy (alpha / beta): 0.48 / 0.48 eV

Geometry (Å):
1 C -1.59558 -1.46833 -0.27922
2 C 0.56605 0.08194 -0.28693
3 C -2.36134 1.19838 -1.15817
4 C 3.69506 0.18374 0.13954
5 C -2.29916 0.91624 0.39449
6 C 2.67098 -0.85905 -0.33196
7 C -1.49737 -0.38804 0.60910
8 N -1.43640 -2.31377 -1.05951
9 N -1.36339 -0.70616 1.91494
10 O 0.69984 0.92424 -1.14553
11 O 1.37247 -0.76287 0.32578
12 H -1.53833 0.98433 -1.79210
13 H -2.74141 2.17480 -1.27109
14 H -3.26012 0.54164 -1.35376
15 H 4.64445 -0.18712 0.02256
16 H 3.60565 1.06497 -0.63552
17 H 3.31988 0.36755 1.17433
18 H -3.29300 1.05629 0.96981
19 H -1.73274 1.68863 0.73440
20 H 2.78755 -1.98017 -0.09192
21 H 2.56313 -0.83108 -1.50412
22 H -0.96716 -1.56428 2.06464
23 H -1.83906 -0.12188 2.56025

Cartesian forces (eV/Å) of the 3 atoms listed first:
C 0.5 -1.6 -2.1
C -3.8 1.1 0.5
C -3.8 -2.0 2.1

(5)
ORCA calculation (the ωB97M-V functional and the def2-TZVPD basis) on C9H9HfN2O5S as an isolated structure in a non-equilibrium geometry.

* charge: +3
* max |F|: 0.2059 hartree/bohr
* energy: -1279.0340 a.u.
* LUMO energy: -14.65 eV

Geometry (Å):
1 O 2.93345 -0.90326 -2.88309
2 C 2.11760 -0.77030 -2.06553
3 Hf -0.25604 0.74324 0.11181
4 C -2.03867 -0.48396 -0.09160
5 O -2.97219 -1.19185 -0.00616
6 C 0.98487 0.55931 1.85343
7 O 1.36382 0.44662 2.97651
8 C 0.56721 1.43023 -1.73149
9 O 1.10503 2.06349 -2.56090
10 C 0.18489 -1.49071 0.50704
11 O 0.46770 -2.50223 0.96988
12 H 1.64769 0.74414 0.49985
13 S -1.40412 2.77442 1.00126
14 C -2.79279 2.20862 1.99386
15 N -2.62041 1.21187 2.88038
16 C -3.67669 0.82443 3.81091
17 C -5.01710 0.92166 3.13175
18 C -5.23068 2.29485 2.55144
19 N -4.01404 2.72654 1.80378
20 H -1.65815 1.04972 3.12276
21 H -3.59606 1.45076 4.70006
22 H -3.43194 -0.18352 4.10625
23 H -5.79974 0.76255 3.87132
24 H -5.08747 0.16754 2.32887
25 H -5.43358 3.06533 3.30094
26 H -6.04903 2.31973 1.82849
27 H -4.05738 3.49989 1.15712

Cartesian forces (eV/Å) of the 3 atoms listed first:
O -3.8 0.6 3.9
C 3.8 -0.8 -3.9
Hf 0.1 1.9 2.9

(6)
ORCA calculation (the ωB97M-V functional and the def2-TZVPD basis) on a 2-piece molecular cluster, CH9N4O4P2 overall.

* charge: -1
* max |F|: 0.0125 hartree/bohr
* energy: -1246.3902 a.u.
* LUMO energy: 2.42 eV

Geometry (Å):
1 N 0.61752 1.17745 -1.65058
2 P -1.01365 0.83697 -1.22554
3 O -0.86026 -0.84253 -0.75344
4 N -1.67377 0.69387 -2.69264
5 P -3.22250 0.46599 -3.07234
6 O -4.15169 1.56120 -2.19272
7 O -3.61242 -0.90841 -2.15051
8 H 1.20594 1.00097 -0.84552
9 H 0.89750 0.59152 -2.43113
10 H -1.10162 -0.86386 0.18424
11 H -3.75788 1.68997 -1.32092
12 H -2.80568 -1.15408 -1.66899
13 C 2.14795 -0.22544 2.17134
14 O 1.45256 0.46919 1.46139
15 N 2.62401 -1.44080 1.75591
16 N 2.50675 0.13960 3.44509
17 H 3.18570 -2.04242 2.32535
18 H 2.32942 -1.74175 0.84410
19 H 2.16255 1.02254 3.77134
20 H 3.06958 -0.42997 4.04557

Cartesian forces (eV/Å) of the 3 atoms listed first:
N -0.2 0.0 0.1
P 0.1 -0.1 0.1
O -0.3 0.2 0.3

(7)
ORCA calculation (the ωB97M-V functional and the def2-TZVPD basis) on C8H2N2O4PdS3 as an isolated structure in a non-equilibrium geometry.

* charge: -2
* max |F|: 0.0208 hartree/bohr
* energy: -2039.1313 a.u.
* LUMO energy: 5.07 eV

Geometry (Å):
1 Pd -0.23100 0.06095 0.07984
2 O -3.25769 2.01926 1.69011
3 S -2.40541 1.06755 1.00739
4 O -1.09024 0.88423 1.79192
5 O -1.86899 1.59147 -0.31923
6 O -3.00149 -0.25223 0.78440
7 S 1.69893 -0.81611 0.84483
8 C 2.42937 -1.59535 -0.52332
9 C 3.64200 -2.26837 -0.39701
10 C 4.25103 -2.88600 -1.48607
11 C 5.49739 -3.56346 -1.30858
12 N 6.49719 -4.11481 -1.15247
13 C 3.62620 -2.83241 -2.74571
14 C 2.41305 -2.16486 -2.87850
15 C 1.79848 -1.54413 -1.79146
16 S 0.29045 -0.71716 -1.95842
17 C 4.21890 -3.45353 -3.88989
18 N 4.68454 -3.94185 -4.82385
19 H 4.12341 -2.31249 0.57206
20 H 1.93386 -2.12550 -3.84871

Cartesian forces (eV/Å) of the 3 atoms listed first:
Pd 0.0 1.0 -0.4
O 0.0 0.1 -0.1
S 0.2 -0.1 -0.1

(8)
ORCA calculation (the ωB97M-V functional and the def2-TZVPD basis) on a 2-piece molecular cluster, C3H8O overall in a non-equilibrium geometry.

* max |F|: 0.0239 hartree/bohr
* SMILES: C=CC.O
* energy: -194.3039 a.u.
* LUMO energy: 0.85 eV

Geometry (Å):
1 C 0.02625 -2.35869 -0.80556
2 C -0.19151 -1.49090 0.17149
3 C 0.00000 0.00000 0.00000
4 H -0.22201 -3.41932 -0.68450
5 H 0.42757 -2.03662 -1.77325
6 H -0.41547 -1.88512 1.17150
7 H -0.07555 0.22842 -1.07644
8 H 1.02034 0.24390 0.34063
9 H -0.71512 0.63799 0.54606
10 O -1.84180 -0.71905 -4.29248
11 H -1.66359 0.12923 -3.82674
12 H -1.20964 -1.35878 -3.89326

Cartesian forces (eV/Å) of the 3 atoms listed first:
C -0.2 -0.4 -0.2
C 0.1 0.2 0.3
C 0.4 -0.2 -0.2

- Look up the energy of the third one.
  -416.9965 a.u.

- max |F| of number 8 (C3H8O)?
  0.0239 hartree/bohr